No. 1
ORCA calculation (wB97M-V/def2-TZVPD) on a molecular structure, C53H46F4GaNO2SSbTe.

Results
Kohn-Sham gap (spin up / spin down) = 7.61 / 6.91 eV
relative energy (zero: lowest compared OMol25 entry of this formula, charge and spin) = 0.0 kcal per mole
HOMO level (spin up / spin down) = -7.40 / -8.15 eV
spin multiplicity = 2
lowest unoccupied orbital energy (spin up / spin down) = 0.00745 / -0.04557 Eh
strongest force on any atom = 0.50 eV/A
⟨S²⟩ = 0.76
total charge = 0

CARTESIAN COORDINATES (ANGSTROEM)
Ga (-1.74582, -1.26144, 1.06361)
F (-0.60632, 7.29634, 2.46998)
C (-0.86110, 6.04247, 2.05020)
C (-0.52668, 4.98572, 2.86976)
C (-0.79351, 3.69714, 2.42369)
C (-1.38416, 3.47920, 1.18460)
C (-1.70199, 4.57519, 0.38084)
C (-1.44532, 5.86663, 0.81035)
Sb (-1.79583, 1.55421, 0.40324)
C (-3.88363, 1.82990, 0.05241)
C (-4.58248, 2.80492, 0.76202)
C (-5.95865, 2.93455, 0.64104)
C (-6.62612, 2.06976, -0.20047)
F (-7.96324, 2.19003, -0.32570)
C (-5.97615, 1.08275, -0.91279)
C (-4.60131, 0.96290, -0.77255)
C (-1.01564, 1.91312, -1.54159)
C (-1.83531, 1.94387, -2.66533)
C (-1.30788, 2.18922, -3.92715)
C (0.04994, 2.40349, -4.04132)
F (0.56934, 2.64141, -5.26151)
C (0.89599, 2.39051, -2.94954)
C (0.35146, 2.14323, -1.69883)
H (-0.06714, 5.17161, 3.82979)
H (-0.52967, 2.86679, 3.06570)
H (-2.15014, 4.42883, -0.59454)
H (-1.68383, 6.72743, 0.20205)
H (-4.06085, 3.48718, 1.42112)
H (-6.51029, 3.68661, 1.18667)
H (-6.54112, 0.41788, -1.55055)
H (-4.10010, 0.16562, -1.30699)
H (-2.90198, 1.78276, -2.57492)
H (-1.93292, 2.21772, -4.80868)
H (1.95341, 2.57362, -3.07913)
H (1.02121, 2.15631, -0.84389)
C (6.77946, 3.46203, -0.52982)
C (5.58192, 2.68371, -0.05982)
C (5.10397, 1.59870, -0.78064)
C (3.99737, 0.86727, -0.35600)
C (3.52238, -0.29656, -1.18480)
C (3.36457, 1.24438, 0.82871)
Te (1.53809, 0.22083, 1.37806)
N (0.03134, -1.51837, 1.49800)
C (0.74770, -2.60980, 1.23284)
O (1.95790, -2.58715, 0.97325)
C (0.04341, -3.94414, 1.22888)
C (-1.12271, -4.15885, 1.95680)
C (-1.76920, -5.38637, 1.90288)
C (-1.25229, -6.40632, 1.11872)
C (-0.07819, -6.20232, 0.40410)
C (0.57087, -4.98040, 0.46630)
C (2.11783, -0.28474, 3.33984)
C (3.39757, -0.78187, 3.60964)
C (4.43021, -1.09670, 2.56230)
C (3.73258, -1.03419, 4.93956)
C (2.84897, -0.81971, 5.98309)
C (3.23798, -1.09009, 7.40916)
C (1.57463, -0.36302, 5.67436)
C (1.18235, -0.10485, 4.36741)
C (-0.24837, 0.30028, 4.13805)
C (3.80604, 2.34616, 1.56553)
C (3.15412, 2.79074, 2.84778)
C (4.91866, 3.04317, 1.10640)
H (7.21301, 3.01863, -1.42482)
H (7.55464, 3.49585, 0.23673)
H (6.50805, 4.49290, -0.76306)
H (5.60886, 1.30430, -1.69401)
H (4.26468, -0.56012, -1.93691)
H (2.59446, -0.05427, -1.71283)
H (3.31710, -1.18126, -0.57792)
H (-1.51591, -3.39138, 2.61831)
H (-2.67115, -5.54258, 2.47934)
H (-1.75776, -7.36169, 1.07037)
H (0.33154, -6.99755, -0.20379)
H (1.48677, -4.80272, -0.08023)
H (3.97791, -1.56810, 1.69040)
H (5.16267, -1.78787, 2.97785)
H (4.95989, -0.20247, 2.23425)
H (4.72141, -1.42367, 5.15407)
H (4.25186, -1.48167, 7.47640)
H (2.56516, -1.81547, 7.86804)
H (3.18809, -0.17852, 8.00672)
H (0.85239, -0.21605, 6.46969)
H (-0.64902, 0.80590, 5.01609)
H (-0.87246, -0.57044, 3.93330)
H (-0.35632, 0.96858, 3.28022)
H (2.06806, 2.67458, 2.82432)
H (3.37063, 3.84192, 3.03444)
H (3.51493, 2.20764, 3.69747)
H (5.27254, 3.89468, 1.67770)
C (-2.80587, -5.09988, -9.31129)
C (-2.78872, -4.65791, -7.86790)
O (-2.30539, -5.29875, -6.98116)
S (-3.56596, -3.05438, -7.64418)
C (-3.25375, -2.76979, -5.92918)
C (-3.86867, -3.55455, -4.95922)
C (-3.63735, -3.30959, -3.61883)
C (-2.79812, -2.26461, -3.23181)
C (-2.18329, -1.48012, -4.20663)
C (-2.40563, -1.73639, -5.54825)
C (-2.56391, -1.99591, -1.84136)
C (-2.35583, -1.75229, -0.67461)
H (-2.87333, -6.18438, -9.34649)
H (-1.86577, -4.79106, -9.77023)
H (-3.62476, -4.64647, -9.86667)
H (-4.52330, -4.36086, -5.25917)
H (-4.10651, -3.92253, -2.86162)
H (-1.52149, -0.67887, -3.90417)
H (-1.91637, -1.13727, -6.30425)
F (-2.91934, -1.18282, 2.39270)

Cartesian forces (eV/Å) of the 3 atoms listed first:
0.06 0.01 0.08
-0.01 -0.06 -0.01
0.03 0.09 0.04

Atom charges from the Löwdin analysis, given in e for atoms 1 to 4: number 1, Ga, carries 0.21; number 2, F, carries 0.07; number 3, C, carries -0.28; number 4, C, carries 0.00

No. 2
ORCA calculation (wB97M-V/def2-TZVPD) on C19H29N5O5S in the gas phase at a distorted geometry.

Results
Kohn-Sham gap = 8.70 eV
relative energy (zero: lowest compared OMol25 entry of this formula, charge and spin) = 2.6 kcal per mole
HOMO level = -8.47 eV
lowest unoccupied orbital energy = 0.00863 Eh
strongest force on any atom = 1.22 eV/A
structure (SMILES) = CCCCn1c(N)c(N(CCOC)C(=O)CSCc2c(C)noc2C)c(=O)[nH]c1=O
total charge = 0

CARTESIAN COORDINATES (ANGSTROEM)
C (2.99270, 4.50412, -1.16767)
C (3.70004, 3.15745, -1.25099)
C (3.11698, 2.15896, -0.25433)
H (2.04840, 2.02647, -0.44391)
C (3.84120, 0.81156, -0.31908)
N (3.18918, -0.18229, 0.51962)
C (2.05000, -0.82494, 0.10487)
C (1.38993, -1.68147, 0.96071)
C (1.88226, -1.95134, 2.28049)
O (1.36852, -2.67117, 3.11337)
N (3.06440, -1.26575, 2.57278)
C (3.72973, -0.37186, 1.78593)
O (4.72703, 0.20373, 2.15324)
H (3.45411, -1.41720, 3.49641)
N (0.18149, -2.31657, 0.55946)
C (-1.00562, -2.00572, 1.12890)
O (-2.00889, -2.67563, 0.96531)
C (-1.05617, -0.70954, 1.91303)
H (-0.33682, -0.70715, 2.72873)
H (-2.06247, -0.57082, 2.31041)
S (-0.65907, 0.71842, 0.86196)
C (-2.11017, 0.67204, -0.26922)
C (-3.37304, 0.99827, 0.43059)
C (-3.70012, 2.15963, 1.08435)
O (-4.93253, 2.04084, 1.59810)
N (-5.43095, 0.81437, 1.29483)
C (-4.52428, 0.17314, 0.60794)
C (-4.74315, -1.20388, 0.10737)
H (-4.73503, -1.21051, -0.98258)
H (-3.95382, -1.86551, 0.46420)
H (-5.70421, -1.56533, 0.45948)
C (-2.95326, 3.42418, 1.28617)
H (-2.96174, 4.01680, 0.37146)
H (-3.41974, 3.99913, 2.08100)
H (-1.91836, 3.20656, 1.54236)
H (-2.14595, -0.32303, -0.70878)
H (-1.87689, 1.40938, -1.03818)
C (0.28337, -3.53069, -0.23961)
C (-0.67634, -3.51633, -1.43093)
H (-1.70952, -3.60151, -1.07457)
H (-0.45510, -4.37375, -2.08248)
O (-0.51944, -2.30544, -2.15057)
C (-1.44793, -2.16623, -3.19669)
H (-1.25703, -1.20056, -3.66136)
H (-1.32513, -2.96087, -3.94099)
H (-2.47619, -2.19641, -2.81789)
H (1.31380, -3.60073, -0.59024)
H (0.04812, -4.40459, 0.37662)
N (1.63218, -0.65481, -1.16515)
H (1.89607, 0.16474, -1.67912)
H (0.77278, -1.11848, -1.43578)
H (3.90849, 0.43572, -1.34311)
H (4.85460, 0.92583, 0.07219)
H (3.21647, 2.55419, 0.75779)
H (3.60739, 2.76062, -2.26546)
H (4.76335, 3.29103, -1.04445)
H (1.93128, 4.39278, -1.37849)
H (3.10002, 4.92770, -0.17234)
H (3.41507, 5.20245, -1.88570)

Cartesian forces (eV/Å) of the 3 atoms listed first:
0.18 -0.15 -0.10
-0.24 0.02 0.22
0.32 -0.08 -0.27

Atom charges from the natural (NBO) analysis, given in e for atoms 1 to 4: number 1, C, carries -0.60; number 2, C, carries -0.39; number 3, C, carries -0.41; number 4, H, carries 0.20

No. 3
ORCA calculation (wB97M-V/def2-TZVPD) on a molecular structure, C6H6LiO2Pd at a distorted geometry.

Results
Kohn-Sham gap (spin up / spin down) = 6.00 / 7.82 eV
relative energy (zero: lowest compared OMol25 entry of this formula, charge and spin) = 5.6 kcal per mole
HOMO level (spin up / spin down) = -14.81 / -19.04 eV
spin multiplicity = 4
lowest unoccupied orbital energy (spin up / spin down) = -0.32389 / -0.41221 Eh
strongest force on any atom = 6.33 eV/A
⟨S²⟩ = 3.77
total charge = +2

CARTESIAN COORDINATES (ANGSTROEM)
C (-0.67791, 1.61293, 1.06962)
C (-0.86309, 1.12797, -0.17894)
C (-0.84779, -0.31725, -0.56646)
H (-0.75411, 2.68770, 1.25145)
H (-0.62544, 0.94212, 1.93586)
H (-0.99245, 1.81814, -1.01781)
H (-0.42983, -0.35846, -1.58789)
C (-2.20132, -0.89341, -0.67716)
O (-3.20152, -0.79309, -0.07869)
O (2.11791, -0.10525, -0.39908)
C (1.53884, -1.21809, 0.05359)
C (0.23748, -1.21562, 0.43405)
Pd (1.33505, 1.17803, 0.55123)
Li (3.36693, -0.22832, -1.76329)
H (-0.16342, -2.11698, 0.89666)
H (2.16067, -2.12044, 0.07685)

Cartesian forces (eV/Å) of the 3 atoms listed first:
-0.87 0.41 1.21
0.37 0.13 -0.92
3.03 0.01 1.53

Atom charges from the natural (NBO) analysis, given in e for atoms 1 to 4: number 1, C, carries -0.51; number 2, C, carries -0.11; number 3, C, carries -0.42; number 4, H, carries 0.29

No. 4
ORCA calculation (wB97M-V/def2-TZVPD) on a molecular structure, C18H14N4O2STi.

Results
Kohn-Sham gap (spin up / spin down) = 6.17 / 6.29 eV
relative energy (zero: lowest compared OMol25 entry of this formula, charge and spin) = 0.0 kcal per mole
HOMO level (spin up / spin down) = -10.79 / -10.90 eV
spin multiplicity = 2
lowest unoccupied orbital energy (spin up / spin down) = -0.16990 / -0.16955 Eh
strongest force on any atom = 0.64 eV/A
⟨S²⟩ = 0.75
total charge = +1

CARTESIAN COORDINATES (ANGSTROEM)
Ti (0.08165, -0.83899, -0.24053)
O (-1.44383, -1.67752, -0.84562)
C (-2.65120, -1.27120, -1.27770)
C (-3.72177, -2.16125, -1.24537)
C (-4.96631, -1.76617, -1.69268)
C (-5.17335, -0.47913, -2.19100)
C (-4.11637, 0.40029, -2.23683)
C (-2.84540, 0.02942, -1.77504)
C (-1.75800, 0.97070, -1.89250)
N (-0.59871, 0.76390, -1.38414)
N (0.40814, 1.68144, -1.68207)
C (1.55932, 1.13715, -1.44724)
O (1.65308, -0.12869, -1.01969)
C (2.80849, 1.88508, -1.65220)
C (2.77564, 3.25141, -1.92737)
C (3.95882, 3.94149, -2.11920)
C (5.17649, 3.27614, -2.04077)
C (5.21135, 1.91641, -1.76912)
C (4.02892, 1.21991, -1.57236)
H (-3.54945, -3.16121, -0.87061)
H (-5.78755, -2.46997, -1.66155)
H (-6.14938, -0.18003, -2.54512)
H (-4.25247, 1.39920, -2.63334)
H (-1.90669, 1.88218, -2.46776)
H (1.82155, 3.75612, -1.98794)
H (3.93331, 5.00177, -2.33177)
H (6.09931, 3.81983, -2.19449)
H (6.15939, 1.39810, -1.71549)
H (4.04344, 0.15862, -1.36772)
S (0.40333, 0.26410, 2.04855)
C (1.06465, -1.25386, 2.30986)
N (1.94961, -1.50641, 3.31746)
C (2.47665, -2.72884, 3.53218)
C (2.14676, -3.76040, 2.70232)
C (1.27438, -3.46764, 1.64553)
N (0.73667, -2.27469, 1.47350)
H (2.20311, -0.72896, 3.91519)
H (3.15608, -2.82253, 4.36769)
H (2.55598, -4.74790, 2.84109)
H (0.99365, -4.22878, 0.92736)

Cartesian forces (eV/Å) of the 3 atoms listed first:
-0.35 0.05 0.14
-0.17 0.03 0.23
-0.01 -0.08 -0.04

Atom charges from the natural (NBO) analysis, given in e for atoms 1 to 4: number 1, Ti, carries 1.53; number 2, O, carries -0.75; number 3, C, carries 0.42; number 4, C, carries -0.28

No. 5
ORCA calculation (wB97M-V/def2-TZVPD) on a molecular structure, C26H26MoN4O2.

Results
Kohn-Sham gap (spin up / spin down) = 6.30 / 6.25 eV
relative energy (zero: lowest compared OMol25 entry of this formula, charge and spin) = 2.4 kcal per mole
HOMO level (spin up / spin down) = -14.23 / -14.07 eV
lowest unoccupied orbital energy (spin up / spin down) = -0.29138 / -0.28751 Eh
strongest force on any atom = 0.71 eV/A
total charge = +2

CARTESIAN COORDINATES (ANGSTROEM)
Mo (-0.17710, -0.13679, -0.01753)
C (2.95426, 2.15142, -2.76370)
C (3.06044, 2.16174, -1.26732)
C (3.86635, 3.12361, -0.65735)
C (3.93820, 3.25801, 0.71656)
C (3.16425, 2.44464, 1.52935)
C (2.36140, 1.46344, 0.96955)
C (1.50309, 0.61537, 1.86114)
C (2.35723, 1.29509, -0.42241)
N (1.47184, 0.29884, -0.97503)
C (1.83023, -0.47180, -2.10900)
O (2.94194, -0.67042, -2.49523)
C (0.59269, -1.04132, -2.74881)
C (0.48017, -1.57819, -4.02089)
C (-0.79183, -1.91295, -4.47460)
C (-1.91447, -1.67605, -3.68167)
C (-1.71344, -1.15293, -2.41895)
N (-0.48074, -0.89107, -1.98572)
C (-2.75708, -0.66997, -1.44905)
O (-3.93913, -0.65950, -1.59699)
N (-2.05515, -0.18826, -0.33101)
C (-2.32487, 0.66251, 0.76209)
C (-2.91816, 0.12514, 1.93538)
C (-3.38819, -1.29253, 1.98313)
C (-3.12321, 0.99751, 2.99000)
C (-2.74286, 2.33456, 2.89119)
C (-2.14502, 2.84582, 1.74712)
C (-1.93511, 2.02285, 0.65298)
C (-1.30445, 2.52617, -0.61329)
H (3.18827, 3.14115, -3.15029)
H (1.94289, 1.90620, -3.10026)
H (3.63888, 1.43511, -3.21706)
H (4.43202, 3.79529, -1.29010)
H (4.57382, 4.01658, 1.15166)
H (3.18203, 2.57085, 2.60442)
H (1.55969, 0.92999, 2.90426)
H (1.74410, -0.44916, 1.84026)
H (0.37740, 0.78930, 1.75123)
H (1.36328, -1.70350, -4.63210)
H (-0.91592, -2.32798, -5.46575)
H (-2.91919, -1.86994, -4.03160)
H (-4.32094, -1.38601, 1.42131)
H (-3.57851, -1.59995, 3.00874)
H (-2.67652, -1.98515, 1.53174)
H (-3.58959, 0.63975, 3.89825)
H (-2.91922, 2.99339, 3.73190)
H (-1.85525, 3.88717, 1.70596)
H (-0.96432, 3.55191, -0.48929)
H (-1.99806, 2.48513, -1.45556)
H (-0.40098, 1.96848, -0.93483)
C (0.11816, -4.74324, 2.92433)
C (0.66201, -4.51271, 1.51116)
C (0.41146, -3.15198, 1.04260)
N (0.20853, -2.08170, 0.67941)
H (0.32447, -5.77292, 3.20706)
H (-0.95848, -4.59026, 2.96221)
H (0.60185, -4.08878, 3.64640)
H (0.21106, -5.18360, 0.77660)
H (1.74578, -4.64835, 1.45738)

Cartesian forces (eV/Å) of the 3 atoms listed first:
-0.02 0.34 -0.29
-0.06 0.08 -0.07
0.09 0.05 0.16

Atom charges from the natural (NBO) analysis, given in e for atoms 1 to 4: number 1, Mo, carries 1.20; number 2, C, carries -0.64; number 3, C, carries -0.02; number 4, C, carries -0.16

No. 6
ORCA calculation (wB97M-V/def2-TZVPD) on 2 unconnected molecules or ions with the total composition C5H8BrI at a distorted geometry.

Results
Kohn-Sham gap = 7.21 eV
relative energy (zero: lowest compared OMol25 entry of this formula, charge and spin) = 150.3 kcal per mole
HOMO level = -8.23 eV
lowest unoccupied orbital energy = -0.03751 Eh
strongest force on any atom = 5.06 eV/A
total charge = 0

CARTESIAN COORDINATES (ANGSTROEM)
C (-1.39908, -0.88977, -2.67759)
C (-0.89634, 0.09345, -0.27105)
C (0.83762, -1.10275, 0.27452)
C (0.79810, 1.11523, 1.48776)
C (0.43945, 0.33468, 0.24421)
Br (-3.16823, -0.32573, -2.72198)
I (-2.50267, 0.41636, 1.02431)
H (-0.69212, -0.05114, -2.65224)
H (1.98192, -1.20593, 0.53196)
H (0.63708, -1.41614, -0.77156)
H (0.22096, -1.69512, 0.80356)
H (0.70580, 2.10611, 1.15341)
H (1.77286, 0.81241, 1.72597)
H (0.20506, 1.03592, 2.40929)
H (1.05958, 0.77243, -0.56056)

Cartesian forces (eV/Å) of the 3 atoms listed first:
0.58 -0.66 1.11
-1.10 0.39 -0.48
4.03 -0.07 -3.05

Atom charges from the natural (NBO) analysis, given in e for atoms 1 to 4: number 1, C, carries -0.29; number 2, C, carries -0.01; number 3, C, carries -0.58; number 4, C, carries -0.62

The highest strongest force on any atom belongs to which entry?
C6H6LiO2Pd